Record 1
A 2-piece molecular cluster, H4O2 overall, computed with ωB97M-V/def2-TZVPD.

Values from the calculation:
Energy above the lowest of the compared OMol25 structures with the same formula, charge and spin: 0.087 eV
SMILES string: O.O
Total energy: -4159.852 eV
LUMO: 0.843 eV
Highest occupied orbital energy: -11.2 eV

The geometry in ORCA input format:
```
! wB97M-V def2-TZVPD RIJCOSX def2/J DEFGRID3
* xyz 0 1
H 0.137 -0.380 1.497
H 0.047 1.589 -1.706
O -0.432 1.285 -0.928
H 0.543 -1.751 1.194
H -0.243 0.330 -0.911
O -0.052 -1.073 0.853
*
```

Record 2
An isolated ion of composition C36H39N2 and charge +1 at a distorted geometry, computed with ωB97M-V/def2-TZVPD.

Values from the calculation:
Energy above the lowest of the compared OMol25 structures with the same formula, charge and spin: 0.000 eV
SMILES string: Cc1ccc([C@H](Cc2n(-c3c(C)cc(C)cc3C)cc[n+]2-c2c(C)cc(C)cc2C)c2ccccc2)cc1
Total energy: -40940.284 eV
LUMO: -2.098 eV
Highest occupied orbital energy: -10.9 eV

The geometry in ORCA input format:
```
! wB97M-V def2-TZVPD RIJCOSX def2/J DEFGRID3
* xyz 1 1
H -2.355 -0.601 5.623
C 0.778 -0.084 -0.339
C 0.404 2.163 3.782
H 3.867 -2.056 4.069
C 4.412 -3.039 -0.222
H 2.287 3.120 3.785
C 4.779 -2.393 0.963
H -5.049 -1.500 0.551
C 1.392 3.278 -2.105
C 0.276 -1.305 4.231
H 0.986 4.288 -2.042
H -1.247 1.762 -1.080
H 0.507 4.220 4.396
C -1.897 4.562 5.640
C -1.198 -1.608 -0.849
H 2.409 1.396 4.149
C -2.120 2.150 5.009
C 0.996 0.373 1.066
H 2.864 -4.251 -1.140
C 1.099 -2.187 3.665
C -0.689 -0.307 -0.717
C -0.124 3.327 4.353
H -1.860 4.441 6.728
C 4.189 -1.431 3.222
C 0.802 -3.897 0.662
C -1.669 0.994 4.375
C 2.243 2.909 -3.151
H -2.940 4.736 5.360
H 0.377 1.240 1.302
H 2.170 1.969 2.477
H -5.428 -0.036 -0.407
H 1.328 -1.031 -0.433
H 2.594 -0.428 -2.355
H -2.216 -1.084 3.912
C 1.879 2.131 3.520
H -0.494 -2.428 -1.034
C 3.117 -3.576 -0.322
H 6.228 -3.829 -1.109
H -0.181 -1.287 5.208
C 3.814 -2.029 1.907
H 5.854 -2.157 -1.543
N 1.444 -1.696 2.398
H 3.397 1.299 -4.012
H 5.282 -1.362 3.286
C -4.909 -0.996 -0.415
H -0.017 -3.170 0.702
H -3.049 2.105 5.590
H 1.554 -3.084 4.033
N 0.120 -0.230 3.331
C 1.041 2.330 -1.130
C 5.405 -3.141 -1.346
C -2.468 -0.254 4.579
C -3.459 -0.766 -0.689
H 0.673 -4.515 -0.235
H -2.949 -2.861 -0.745
C 2.699 1.588 -3.219
C -2.568 -1.835 -0.766
H 2.073 0.613 1.154
C -1.597 0.751 -0.901
H -3.667 1.355 -0.919
C 0.804 -0.527 2.220
C 2.139 -3.232 0.620
C 2.251 0.615 -2.309
H -5.369 -1.628 -1.183
H 3.788 -0.417 3.359
C -1.382 3.337 4.958
H 0.474 2.664 -0.259
H 0.695 -4.563 1.534
C 2.478 -2.264 1.573
C -0.434 1.035 3.705
C 1.360 0.973 -1.289
H -3.539 -0.029 4.451
C -2.964 0.526 -0.864
H 5.828 -2.157 1.150
H -1.296 5.430 5.365
H 2.561 3.649 -3.898
H 4.919 -3.482 -2.266
*
```

Record 3
A 2-piece molecular cluster, C4H12NO overall at a distorted geometry, computed with ωB97M-V/def2-TZVPD.

Values from the calculation:
Energy above the lowest of the compared OMol25 structures with the same formula, charge and spin: 4.661 eV
Total energy: -7855.593 eV
LUMO (spin up / spin down): -9.157 / -15.714 eV
<S²>: 0.757
Highest occupied orbital energy (spin up / spin down): -20.7 / -19.1 eV

The geometry in ORCA input format:
```
! wB97M-V def2-TZVPD RIJCOSX def2/J DEFGRID3
* xyz 2 2
C -0.058 -0.023 -0.292
C 0.273 2.308 0.557
H -0.332 -1.847 0.615
H -0.364 0.426 -1.338
H 0.315 0.646 1.741
C -1.999 -1.729 -0.774
H -2.839 -2.179 -0.221
N 0.406 1.108 0.828
H 0.943 -0.261 -0.676
O 3.280 0.259 0.518
H -1.692 -2.530 -1.458
H -0.158 2.601 -0.442
H 3.249 1.173 0.048
H -2.561 -0.931 -1.259
H 3.746 -0.315 -0.127
H -1.600 -0.790 0.946
C -0.983 -1.165 0.170
H 0.375 3.249 1.164
*
```

Record 4
C10H10ClIRe as an isolated structure at a distorted geometry, computed with ωB97M-V/def2-TZVPD.

Values from the calculation:
Total energy: -33282.721 eV
LUMO (spin up / spin down): 0.066 / -1.771 eV
<S²>: 3.779
Highest occupied orbital energy (spin up / spin down): -7.6 / -7.9 eV

The geometry in ORCA input format:
```
! wB97M-V def2-TZVPD RIJCOSX def2/J DEFGRID3
* xyz 0 4
H 1.690 -2.028 3.791
C 0.047 2.890 -2.402
C -1.176 2.257 -2.752
C 0.854 -2.049 3.133
C -0.522 -1.846 3.492
C 0.913 -2.181 1.702
H 1.106 0.089 -3.908
C -0.865 1.025 -3.397
Re 0.148 -0.253 2.224
H -0.924 -1.797 4.494
H -0.772 -2.153 0.175
C 0.549 0.898 -3.446
Cl 0.477 1.388 3.815
H -2.171 2.659 -2.584
H 1.822 -2.326 1.158
H 2.173 2.270 -2.745
H -2.373 -1.817 2.251
C -0.423 -2.037 1.186
C -1.286 -1.839 2.300
H 0.161 3.862 -1.931
C 1.120 2.049 -2.827
H -1.579 0.319 -3.812
I 1.030 0.618 0.084
*
```

Record 5
One molecule with the formula C2HClN4, computed with ωB97M-V/def2-TZVPD.

Values from the calculation:
Energy above the lowest of the compared OMol25 structures with the same formula, charge and spin: 0.000 eV
SMILES string: Clc1cnnnn1
Total energy: -20569.920 eV
LUMO: -0.831 eV
Highest occupied orbital energy: -10.6 eV

The geometry in ORCA input format:
```
! wB97M-V def2-TZVPD RIJCOSX def2/J DEFGRID3
* xyz 0 1
C 0.091 0.928 -0.004
H 0.572 1.886 0.010
N 0.195 -1.418 -0.003
N -1.144 -1.417 0.002
N -1.227 0.881 0.000
C 0.806 -0.279 -0.001
Cl 2.529 -0.265 -0.001
N -1.821 -0.317 -0.003
*
```